Entry i
C49H45AsCl2KN6O7S4 | ωB97M-V/def2-TZVPD

Kohn-Sham gap (alpha / beta), eV: 2.812 / 5.186
Net charge: -2
Spin multiplicity: 2
LUMO energy (alpha / beta), eV: 2.95 / 2.95

CARTESIAN COORDINATES (ANGSTROEM)
K 0.59 -0.17 -0.04
O 2.94 -0.95 -0.19
N 2.89 -1.87 0.74
C 2.42 -3.09 0.40
C 2.28 -4.11 1.30
C 2.65 -3.87 2.63
C 3.15 -2.64 2.97
C 3.29 -1.59 2.04
S 3.92 -0.07 2.46
H 2.13 -3.16 -0.64
H 1.87 -5.06 0.98
H 2.54 -4.64 3.38
H 3.44 -2.41 3.99
Cl -2.35 -7.22 1.84
C -1.75 -5.75 1.10
C -1.33 -5.78 -0.23
C -0.86 -4.63 -0.81
Cl -0.33 -4.68 -2.46
C -0.78 -3.35 -0.14
O -0.37 -2.32 -0.72
C -1.22 -3.40 1.24
C -1.13 -2.25 2.13
O -0.63 -1.17 1.91
C -1.70 -4.58 1.82
H -1.36 -6.70 -0.80
H -1.59 -2.44 3.12
H -2.02 -4.56 2.85
S 4.03 6.21 1.73
C 5.65 5.72 2.04
C 5.74 4.36 2.11
C 4.50 3.70 1.91
C 3.46 4.57 1.69
C 2.06 4.26 1.45
C 1.69 2.93 1.11
N 0.46 2.54 0.92
C -0.56 3.44 1.03
C -0.28 4.81 1.32
C -1.37 5.74 1.37
C -2.64 5.33 1.17
C -2.96 3.95 0.91
C -4.27 3.52 0.72
C -4.53 2.15 0.50
C -3.39 1.30 0.47
N -2.15 1.68 0.59
C -1.90 3.01 0.84
C -5.85 1.64 0.27
C -7.02 2.35 0.03
C -8.14 1.52 -0.20
C -7.86 0.19 -0.14
S -6.19 -0.07 0.21
C 1.04 5.19 1.53
H 6.43 6.45 2.16
H 6.67 3.84 2.29
H 4.38 2.63 1.94
H 2.45 2.17 0.99
H -1.15 6.78 1.58
H -3.46 6.04 1.21
H -5.07 4.25 0.76
H -3.53 0.24 0.29
H -7.05 3.43 0.00
H -9.13 1.91 -0.41
H -8.53 -0.64 -0.28
H 1.25 6.23 1.78
C 5.76 4.28 -7.14
C 4.46 3.52 -7.35
S 4.26 2.33 -6.02
O 5.32 1.36 -6.13
O 4.10 3.06 -4.79
C 2.72 1.52 -6.44
C 2.21 0.60 -5.34
N 1.71 1.29 -4.17
C 2.27 1.26 -2.93
N 1.52 1.89 -2.04
C 0.46 2.40 -2.71
C 0.56 2.06 -4.04
N -0.32 2.35 -5.08
O -1.25 3.11 -4.84
O -0.13 1.85 -6.19
C 3.54 0.57 -2.61
H 5.89 5.01 -7.93
H 6.60 3.59 -7.15
H 5.75 4.79 -6.18
H 4.45 2.97 -8.28
H 3.59 4.18 -7.31
H 2.93 0.93 -7.33
H 1.98 2.29 -6.69
H 3.00 -0.07 -5.01
H 1.41 0.00 -5.76
H -0.32 2.96 -2.22
H 4.36 0.95 -3.22
H 3.45 -0.51 -2.76
H 3.75 0.71 -1.55
C -1.37 -0.97 -4.08
As -2.07 -0.28 -2.37
C -3.35 -1.74 -2.12
C -3.32 1.11 -3.06
C -4.31 0.67 -4.08
C -5.57 0.21 -3.70
C -6.48 -0.24 -4.65
C -6.15 -0.24 -6.00
C -4.90 0.23 -6.39
C -3.99 0.68 -5.44
H -2.17 -1.22 -4.78
H -0.81 -1.87 -3.83
H -0.69 -0.25 -4.55
H -3.84 -2.00 -3.06
H -4.12 -1.45 -1.40
H -2.81 -2.60 -1.74
H -2.69 1.92 -3.44
H -3.83 1.50 -2.17
H -5.85 0.21 -2.65
H -7.46 -0.59 -4.33
H -6.86 -0.59 -6.74
H -4.63 0.24 -7.44
H -3.02 1.05 -5.75

Entry ii
C49H45AsCl2KN6O7S4 | ωB97M-V/def2-TZVPD

Kohn-Sham gap (alpha / beta), eV: 2.961 / 5.454
Net charge: -2
Spin multiplicity: 2
LUMO energy (alpha / beta), eV: 3.03 / 3.03

CARTESIAN COORDINATES (ANGSTROEM)
K 0.01 0.34 -0.16
O -0.18 2.61 0.31
N -0.07 3.24 1.44
C 0.96 4.09 1.63
C 1.19 4.75 2.81
C 0.30 4.57 3.86
C -0.78 3.74 3.66
C -1.01 3.05 2.44
S -2.36 2.07 2.20
H 1.61 4.21 0.77
H 2.06 5.39 2.89
H 0.44 5.07 4.81
H -1.52 3.57 4.43
Cl 0.23 -6.72 -4.90
C 0.83 -5.28 -4.10
C 2.22 -5.06 -4.08
C 2.70 -3.96 -3.44
Cl 4.41 -3.68 -3.41
C 1.87 -2.98 -2.75
O 2.37 -2.05 -2.11
C 0.44 -3.23 -2.89
C -0.57 -2.31 -2.40
O -0.47 -1.18 -1.97
C -0.02 -4.39 -3.52
H 2.89 -5.75 -4.57
H -1.59 -2.75 -2.49
H -1.09 -4.56 -3.56
S -2.17 -4.99 1.73
C -2.74 -6.44 2.47
C -1.97 -6.79 3.53
C -0.90 -5.89 3.76
C -0.86 -4.84 2.87
C 0.06 -3.73 2.82
C -0.08 -2.70 1.85
N 0.66 -1.63 1.78
C 1.67 -1.47 2.68
C 1.93 -2.45 3.69
C 3.00 -2.23 4.62
C 3.76 -1.12 4.56
C 3.53 -0.11 3.56
C 4.30 1.03 3.46
C 4.07 1.96 2.44
C 3.00 1.66 1.56
N 2.23 0.61 1.63
C 2.47 -0.31 2.62
C 4.88 3.14 2.26
C 5.93 3.60 3.03
C 6.52 4.79 2.55
C 5.93 5.25 1.41
S 4.65 4.22 0.91
C 1.11 -3.57 3.73
H -3.61 -6.94 2.08
H -2.15 -7.67 4.14
H -0.18 -6.01 4.57
H -0.88 -2.76 1.12
H 3.19 -2.99 5.37
H 4.56 -0.96 5.27
H 5.10 1.18 4.18
H 2.77 2.35 0.75
H 6.25 3.09 3.93
H 7.35 5.28 3.03
H 6.19 6.12 0.83
H 1.30 -4.32 4.50
C -8.16 -4.67 2.47
C -8.29 -3.16 2.27
S -6.65 -2.45 2.56
O -6.31 -2.70 3.94
O -5.80 -2.96 1.52
C -6.94 -0.68 2.37
C -5.66 0.17 2.42
N -4.66 -0.15 1.42
C -3.49 -0.78 1.65
N -2.77 -0.91 0.54
C -3.48 -0.34 -0.45
C -4.66 0.16 0.05
N -5.66 0.83 -0.65
O -5.43 1.11 -1.82
O -6.71 1.14 -0.08
C -3.05 -1.24 2.99
H -9.11 -5.17 2.28
H -7.84 -4.88 3.49
H -7.41 -5.06 1.79
H -8.98 -2.70 2.98
H -8.57 -2.90 1.25
H -7.59 -0.43 3.20
H -7.44 -0.52 1.42
H -5.19 0.06 3.40
H -5.95 1.21 2.30
H -3.12 -0.28 -1.46
H -3.65 -2.09 3.32
H -3.13 -0.42 3.71
H -2.01 -1.53 2.92
C 2.38 3.25 -2.21
As 2.22 1.28 -2.19
C 4.07 0.88 -1.65
C 2.48 1.07 -4.18
C 3.63 1.80 -4.77
C 4.91 1.24 -4.80
C 5.99 1.94 -5.32
C 5.83 3.22 -5.82
C 4.56 3.79 -5.81
C 3.48 3.09 -5.30
H 3.36 3.61 -2.51
H 2.14 3.64 -1.22
H 1.63 3.65 -2.90
H 4.78 1.51 -2.18
H 4.25 -0.17 -1.88
H 4.18 1.02 -0.58
H 1.54 1.39 -4.62
H 2.59 -0.01 -4.33
H 5.04 0.23 -4.43
H 6.97 1.47 -5.33
H 6.67 3.77 -6.21
H 4.42 4.79 -6.20
H 2.50 3.55 -5.31

From most stable to least stable, the computed energies give entry i, entry ii.

Entry i
C5H18NO2 | ωB97M-V/def2-TZVPD

Kohn-Sham gap, eV: 10.545
Net charge: +1
LUMO energy, eV: -3.07

CARTESIAN COORDINATES (ANGSTROEM)
C -0.38 -0.63 -1.97
C -0.53 -0.46 -0.52
C 0.50 0.45 0.17
C 1.80 -0.30 0.53
C 0.93 1.65 -0.72
N -1.94 0.45 -0.27
H 0.44 -1.25 -2.38
H -0.44 0.27 -2.59
H -1.26 -1.24 -2.24
H -0.58 -1.38 0.07
H 0.13 0.88 1.13
H 2.58 -0.08 -0.19
H 1.67 -1.35 0.68
H 2.16 -0.06 1.51
H 1.63 1.24 -1.51
H 1.41 2.37 -0.03
H 0.21 2.17 -1.37
H -2.19 1.28 -0.80
H -1.84 0.61 0.74
H -2.77 -0.12 -0.43
H -3.37 2.89 0.93
H -3.23 3.56 -0.49
O -2.90 2.88 0.10
H 2.36 -5.33 3.36
H 3.26 -4.12 3.05
O 2.35 -4.38 3.25

Entry ii
C5H18NO2 | ωB97M-V/def2-TZVPD

Kohn-Sham gap, eV: 5.498
Net charge: +1
LUMO energy, eV: -9.02

CARTESIAN COORDINATES (ANGSTROEM)
C -0.82 2.08 -1.70
C -0.80 0.49 -1.78
C -2.05 -0.12 -1.01
C -1.71 -1.10 0.17
C -1.23 -2.53 -0.24
N 0.40 0.03 -1.30
H -0.77 2.43 -0.65
H 0.12 2.41 -2.17
H -1.66 2.54 -2.18
H -1.03 0.31 -2.83
H -2.74 -0.56 -1.73
H -2.64 0.70 -0.55
H -2.63 -1.26 0.75
H -0.99 -0.50 0.74
H -0.44 -2.38 -0.98
H -2.20 -2.90 -0.59
H -0.87 -3.08 0.65
H 5.13 -3.42 3.26
H 5.11 -4.15 3.16
H 1.08 -0.14 -2.06
H 0.66 0.69 -0.13
H 1.51 1.35 1.08
O 0.59 1.15 0.84
H 2.16 3.27 3.15
H 3.09 2.10 3.41
O 2.69 2.61 2.69

From most stable to least stable, the computed energies give entry i, entry ii.

Entry i
C16H48O8 | ωB97M-V/def2-TZVPD

Kohn-Sham gap, eV: 9.903
LUMO energy, eV: 0.33
SMILES: CCO.CCO.CCO.CCO.CCO.CCO.CCO.CCO

CARTESIAN COORDINATES (ANGSTROEM)
C -0.06 -3.43 3.07
C 0.82 -4.08 2.02
O 0.72 -5.49 2.18
H -1.10 -3.69 2.85
H 0.02 -2.34 3.10
H 0.22 -3.81 4.05
H 1.85 -3.73 2.06
H 0.46 -3.84 1.01
H 1.46 -5.94 1.76
C -0.73 4.54 3.16
C -0.24 3.90 1.88
O -0.20 2.48 1.98
H -0.97 5.60 3.03
H 0.03 4.44 3.93
H -1.66 4.08 3.50
H 0.78 4.23 1.66
H -0.83 4.22 1.01
H -1.10 2.14 2.08
C 0.88 4.97 -2.41
C -0.39 4.16 -2.71
O -0.46 3.78 -4.08
H 1.71 4.31 -2.63
H 0.84 5.19 -1.34
H 1.02 5.87 -3.00
H -1.30 4.71 -2.46
H -0.38 3.25 -2.11
H 0.28 3.20 -4.29
C -5.55 -0.45 0.57
C -4.20 -0.79 -0.01
O -3.26 -0.94 1.06
H -5.88 -1.16 1.33
H -6.29 -0.37 -0.22
H -5.53 0.50 1.11
H -3.85 0.02 -0.66
H -4.20 -1.71 -0.61
H -2.41 -1.22 0.65
C 3.76 -0.24 3.14
C 2.54 0.16 2.34
O 2.56 1.57 2.20
H 3.77 0.22 4.13
H 4.71 0.07 2.68
H 3.83 -1.31 3.32
H 1.63 -0.13 2.88
H 2.52 -0.26 1.33
H 1.65 1.86 2.03
C -2.69 -4.79 -2.38
C -1.30 -4.54 -1.84
O -0.73 -3.39 -2.50
H -3.32 -3.93 -2.16
H -3.18 -5.64 -1.91
H -2.64 -4.93 -3.46
H -0.64 -5.41 -1.91
H -1.37 -4.27 -0.78
H 0.07 -3.64 -2.98
C -0.43 0.17 -1.87
C -0.10 -0.40 -0.51
O -0.91 -1.55 -0.26
H -1.49 0.44 -1.90
H -0.37 -0.59 -2.66
H 0.22 0.98 -2.22
H -0.24 0.34 0.28
H 0.93 -0.75 -0.44
H -0.75 -2.22 -0.94
C 3.44 0.10 -2.05
C 3.56 1.47 -1.40
O 3.35 2.44 -2.44
H 3.25 -0.62 -1.25
H 4.33 -0.25 -2.58
H 2.61 0.02 -2.76
H 4.49 1.64 -0.87
H 2.71 1.53 -0.70
H 3.73 3.27 -2.11

Entry ii
C16H48O8 | ωB97M-V/def2-TZVPD

Kohn-Sham gap, eV: 10.134
LUMO energy, eV: 0.38
SMILES: CCO.CCO.CCO.CCO.CCO.CCO.CCO.CCO

CARTESIAN COORDINATES (ANGSTROEM)
C 4.49 -0.23 0.73
C 4.79 1.25 0.69
O 5.70 1.55 -0.39
H 3.81 -0.53 -0.06
H 4.05 -0.50 1.69
H 5.41 -0.81 0.60
H 5.35 1.55 1.58
H 3.87 1.83 0.55
H 5.34 1.16 -1.19
C -4.18 -1.69 1.40
C -4.62 -0.35 1.94
O -3.70 0.64 1.46
H -4.83 -2.50 1.73
H -3.17 -1.93 1.76
H -4.10 -1.69 0.31
H -4.58 -0.38 3.03
H -5.64 -0.10 1.65
H -4.16 1.48 1.39
C 2.52 -2.44 -2.09
C 3.83 -3.01 -2.56
O 4.90 -2.37 -1.86
H 2.48 -1.36 -2.21
H 2.36 -2.67 -1.03
H 1.69 -2.94 -2.61
H 3.94 -2.83 -3.64
H 3.86 -4.09 -2.39
H 5.61 -2.99 -1.75
C -4.08 1.67 -1.95
C -3.72 2.71 -3.01
O -4.85 3.18 -3.74
H -4.19 0.68 -2.40
H -4.99 1.92 -1.39
H -3.28 1.59 -1.22
H -3.01 2.28 -3.71
H -3.27 3.59 -2.56
H -5.46 2.44 -3.84
C -0.19 -4.96 -0.45
C -1.29 -4.19 0.25
O -2.30 -3.76 -0.66
H -0.61 -5.75 -1.07
H 0.51 -5.40 0.26
H 0.34 -4.30 -1.14
H -0.87 -3.32 0.76
H -1.79 -4.80 1.00
H -1.87 -3.32 -1.39
C 0.97 -0.33 0.64
C -0.44 0.19 0.75
O -1.02 -0.36 1.96
H 1.63 0.19 1.34
H 1.34 -0.06 -0.35
H 0.93 -1.40 0.79
H -1.04 -0.13 -0.11
H -0.47 1.28 0.81
H -1.97 -0.19 1.89
C -1.99 1.82 4.83
C -0.95 2.52 3.96
O 0.10 1.68 3.56
H -2.77 2.52 5.16
H -1.53 1.38 5.72
H -2.50 1.02 4.29
H -0.53 3.36 4.51
H -1.46 2.95 3.09
H -0.29 0.95 3.05
C 2.26 2.20 -2.28
C 2.42 3.55 -1.62
O 2.32 4.57 -2.61
H 2.68 1.41 -1.65
H 2.85 2.18 -3.20
H 1.23 1.95 -2.55
H 3.41 3.56 -1.15
H 1.70 3.70 -0.81
H 3.03 5.20 -2.46

From most stable to least stable, the computed energies give entry i, entry ii.

Entry i
C4H14N2O2 | ωB97M-V/def2-TZVPD

Kohn-Sham gap, eV: 9.305
LUMO energy, eV: 0.72
SMILES: CNCCNCO.O

CARTESIAN COORDINATES (ANGSTROEM)
C -0.57 -0.34 1.32
N -1.96 -0.44 1.14
C -2.44 0.51 0.20
O -1.58 0.61 -0.99
C 0.27 -0.98 0.17
N 1.04 0.12 -0.56
C 1.61 -0.34 -1.94
H -0.27 -0.81 2.30
H -0.33 0.73 1.36
H -2.23 -1.46 0.86
H -3.45 0.48 -0.14
H -2.44 1.53 0.79
H -1.53 -0.32 -1.42
H 0.97 -1.64 0.63
H -0.27 -1.63 -0.58
H 0.31 0.92 -0.84
H 2.41 0.34 -1.76
H 1.06 0.28 -2.72
H 1.63 -1.42 -1.85
H 1.89 0.86 1.48
H 3.33 1.48 0.92
O 2.55 1.53 1.61

Entry ii
C4H14N2O2 | ωB97M-V/def2-TZVPD

Kohn-Sham gap, eV: 9.003
LUMO energy, eV: 0.68
SMILES: NCC[C@H](N)CO.O

CARTESIAN COORDINATES (ANGSTROEM)
C -1.61 -1.52 0.76
O -1.26 -2.49 1.79
C -0.83 -0.23 1.00
C -0.82 0.58 -0.33
C 0.15 0.00 -1.37
N 0.65 1.01 -2.28
N 0.42 -0.31 1.73
H -2.69 -1.43 0.82
H -1.24 -1.96 -0.16
H -1.48 0.44 1.57
H -1.82 0.49 -0.72
H -0.60 1.61 -0.09
H 1.06 -0.48 -0.99
H -0.32 -0.86 -1.83
H 1.57 1.34 -2.01
H 0.01 1.74 -2.54
H -1.99 -2.57 2.39
H 1.22 -0.15 1.14
H 0.44 -1.24 2.09
H 3.52 1.35 -0.33
H 2.76 2.70 -0.02
O 2.85 1.96 -0.63

From most stable to least stable, the computed energies give entry ii, entry i.